[1]
114
Properties=species:S:1:pos:R:3 method="wB97M-V/def2-TZVPD" relative_energy_kcal_mol=51.7 orbital_gap_ha=0.131 charge=+1 total_energy_ev=-204338.116
Ti -0.70673 1.32311 -1.50223
Br -4.07774 6.64591 2.05728
C -3.69086 5.16777 0.96249
C -2.71174 5.27655 -0.01815
C -2.40020 4.17782 -0.79746
C -3.06779 2.97705 -0.58938
C -4.06442 2.87590 0.37124
C -4.37894 3.97656 1.14933
N -2.70793 1.85882 -1.43427
C -3.66559 1.17267 -1.95170
C -3.46613 0.27512 -3.08047
C -4.52354 -0.44449 -3.62176
C -4.30728 -1.09493 -4.82947
C -3.07168 -0.96696 -5.44211
C -2.07034 -0.23493 -4.80634
N -2.25331 0.35716 -3.63965
H -2.19559 6.21322 -0.16944
H -1.65474 4.26127 -1.57845
H -4.58642 1.94581 0.54693
H -5.14086 3.90189 1.91123
H -4.69304 1.36698 -1.64300
H -5.48172 -0.48085 -3.12583
H -5.09867 -1.66524 -5.29355
H -2.87883 -1.41674 -6.40516
H -1.09027 -0.12314 -5.26028
Cl 4.07281 6.64178 -1.84462
C 2.86934 5.47002 -1.46041
C 2.36554 5.40227 -0.17040
C 1.40032 4.45907 0.15007
Cl 0.76436 4.43877 1.74486
C 0.96654 3.54256 -0.81483
O 0.07224 2.57174 -0.49040
C 1.44012 3.66098 -2.12325
C 0.82334 2.87128 -3.23648
O -0.42211 2.43227 -2.96216
C 2.38825 4.62389 -2.44609
H 2.71189 6.08286 0.59338
H 0.84898 3.44284 -4.16939
H 2.74221 4.71974 -3.46262
C -2.37786 -3.84799 3.26104
C -1.64326 -2.58953 3.75345
C -2.49088 -1.88023 4.81482
C -0.29947 -2.99326 4.36894
C -1.45151 -1.69530 2.54535
C -2.44999 -0.85239 2.06954
C -2.22696 -0.07904 0.94980
N -1.08355 -0.05696 0.25577
C -0.10315 -0.87367 0.71030
C -0.26420 -1.68669 1.81434
C 1.20976 -0.88363 0.02946
C 1.90016 -2.07869 -0.11161
C 3.16771 -2.09494 -0.68283
C 3.67749 -0.86232 -1.09236
C 2.90416 0.27676 -0.94765
N 1.68475 0.28419 -0.41426
C 3.91919 -3.40727 -0.84598
C 3.92210 -4.16715 0.48750
C 3.18822 -4.23742 -1.91137
C 5.36336 -3.18559 -1.29117
H -2.50745 -4.53742 4.09438
H -1.80773 -4.35994 2.48500
H -3.36366 -3.60571 2.86125
H -2.53120 -2.50039 5.70738
H -3.51754 -1.71651 4.48571
H -2.04925 -0.92229 5.09383
H -0.47078 -3.49928 5.31608
H 0.33416 -2.13740 4.57935
H 0.25267 -3.68470 3.73186
H -3.40594 -0.77536 2.56262
H -3.01564 0.56626 0.59952
H 0.57934 -2.27228 2.14681
H 1.43769 -2.99168 0.23336
H 4.66770 -0.77025 -1.50882
H 3.28857 1.24038 -1.26748
H 2.92304 -4.48716 0.77914
H 4.32933 -3.55444 1.29055
H 4.53830 -5.06104 0.39878
H 2.15677 -4.43552 -1.61787
H 3.68767 -5.19559 -2.04807
H 3.18632 -3.71824 -2.87298
H 5.91022 -2.56137 -0.58559
H 5.42184 -2.72534 -2.27789
H 5.87469 -4.14511 -1.34757
N -1.69200 2.45226 2.50805
C -0.68793 1.93312 3.34980
C 0.43905 1.37417 2.74853
C 1.38686 0.72286 3.51327
C 1.24026 0.62284 4.88138
C 0.15369 1.22907 5.49140
C -0.80993 1.88315 4.73658
S 2.40939 -0.35551 5.80960
O 1.52909 -1.11802 6.68139
O 3.04358 -1.12797 4.74483
O 3.25038 0.62615 6.46276
H -2.26005 3.20123 2.87373
H -1.27455 2.67616 1.61580
H 0.55980 1.43133 1.67419
H 2.24029 0.23919 3.05772
H 0.04536 1.14491 6.56331
H -1.67410 2.32598 5.21664
C -0.03515 -3.46040 -3.85011
N 0.51861 -2.11382 -3.75880
C 1.51067 -1.68485 -4.56746
C 1.96110 -0.40873 -4.53201
C 1.33054 0.47252 -3.61623
O 1.72452 1.71526 -3.61352
N 0.40603 0.03408 -2.77300
C -0.04541 -1.27024 -2.81311
O -0.93885 -1.64475 -2.08128
H 0.53020 -4.01295 -4.59515
H -1.08464 -3.40522 -4.13444
H 0.04020 -3.95239 -2.88319
H 1.91511 -2.41994 -5.25040
H 2.74322 -0.05435 -5.18016



[2]
106
Properties=species:S:1:pos:R:3 method="wB97M-V/def2-TZVPD" spin_multiplicity=4 s2=3.76 relative_energy_kcal_mol=31.3 orbital_gap_ha="0.253 / 0.248" charge=+1 total_energy_ev=-137347.593
Co 0.92298 -1.34054 -0.64089
C -7.68102 1.19440 -0.48313
S -6.35281 1.17324 -1.62941
C -5.24919 2.26923 -0.68816
C -3.90185 1.60677 -0.37482
C -3.12198 1.07262 -1.57169
N -1.81064 0.59182 -1.26155
P -0.55408 1.62088 -0.76818
C -0.70139 1.84362 1.01861
C -1.61766 1.11165 1.75934
C -1.82961 1.28517 3.10123
C -0.93777 2.13208 3.76439
C -0.06609 2.91449 3.04834
C 0.05743 2.82848 1.62567
C -0.97517 3.14436 -1.53200
C -1.53014 4.16437 -0.84078
C -1.77696 5.36988 -1.49349
C -1.56865 5.54285 -2.83738
C -1.08516 4.43862 -3.56962
C -0.81911 3.26378 -2.93569
P -1.47975 -1.11674 -1.28245
C -2.67816 -1.93373 -0.19478
C -2.19048 -2.58451 0.92642
C -2.95709 -3.19575 1.90965
C -4.30090 -3.15457 1.72580
C -4.90227 -2.58866 0.59183
C -4.10147 -1.90363 -0.35489
C -1.98273 -1.69588 -2.95363
C -2.82394 -2.81599 -3.04680
C -3.09207 -3.34658 -4.24801
C -2.64729 -2.71879 -5.46250
C -1.83069 -1.68515 -5.39992
C -1.36682 -1.26154 -4.13780
H -8.55735 0.73902 -0.93299
H -7.94202 2.22340 -0.21832
H -7.45116 0.68951 0.37943
H -5.74443 2.56714 0.25217
H -5.07330 3.22020 -1.24531
H -4.09539 0.81060 0.34390
H -3.31362 2.35979 0.12887
H -2.88852 1.83827 -2.29228
H -3.64881 0.27308 -2.08878
H -2.30280 0.45078 1.24440
H -2.59369 0.74563 3.59481
H -1.10403 2.42533 4.81976
H 0.52898 3.60043 3.57597
H 0.85629 3.41768 1.20186
H -1.79765 4.08069 0.22654
H -2.27762 6.16461 -0.90476
H -1.82944 6.45786 -3.30613
H -0.87321 4.54336 -4.60098
H -0.38847 2.42429 -3.54572
H -1.10889 -2.71028 1.08476
H -2.53244 -3.72765 2.69229
H -4.88928 -3.69235 2.54532
H -5.92746 -2.57950 0.37092
H -4.63587 -1.49641 -1.23017
H -3.16703 -3.32176 -2.16039
H -3.77927 -4.19221 -4.30949
H -2.86022 -3.26029 -6.41350
H -1.48475 -1.19221 -6.32442
H -0.70014 -0.52905 -4.05858
N 8.04866 -7.82729 2.92974
C 7.32182 -7.20498 2.28343
C 6.28919 -6.33394 1.76171
C 5.30877 -5.87508 2.67371
C 4.26705 -5.03561 2.29865
C 4.29105 -4.60016 0.94433
C 5.18231 -5.07205 0.05519
C 6.25278 -5.93396 0.42156
C 3.24914 -3.61563 0.59510
C 3.20115 -2.36308 1.24202
C 3.96576 -1.92794 2.36529
C 3.45848 -0.70484 2.74658
C 2.41182 -0.38478 1.80027
N 2.23387 -1.40273 0.94725
C 2.27704 -4.06661 -0.40942
C 2.15219 -5.36191 -0.77557
C 1.03334 -5.42350 -1.55446
C 0.57222 -4.16634 -1.68113
N 1.31040 -3.26992 -0.99124
H 5.32544 -6.27976 3.69699
H 3.44670 -4.76967 2.91133
H 5.08548 -4.80756 -0.98915
H 6.97975 -6.31439 -0.30308
H 4.75473 -2.42167 2.88081
H 3.95582 -0.04133 3.50962
H 1.79812 0.53097 1.69414
H 2.89752 -6.05820 -0.40976
H 0.62621 -6.33989 -2.03592
H -0.32397 -3.95643 -2.25298
C 4.27665 4.08715 2.71524
N 4.09755 5.27649 1.97577
C 5.15296 6.20979 1.77931
C 4.46004 7.28853 0.95182
N 3.11173 6.67658 0.71255
C 2.88576 5.56044 1.49901
S 1.20423 0.95830 -1.26012
H 4.53632 3.23086 2.07660
H 3.30547 3.81724 3.08821
H 5.04158 4.17747 3.44617
H 5.99981 5.79891 1.23052
H 5.48135 6.54036 2.78429
H 5.04133 7.54057 0.03873
H 4.29247 8.12676 1.55359
H 2.27407 7.18266 0.46045